41
Properties=species:S:1:pos:R:3 method="wB97M-V/def2-TZVPD" total_charge=-4 e_homo_ev=0.243 e_above_lowest_kcal_mol=0.0 total_energy_ev=-147162.703 lumo_energy_ev=8.10
K -0.0531 -0.0722 0.1868
C -0.6861 -3.7978 -2.5155
F -0.5321 -4.0895 -1.2217
F 0.4843 -3.3186 -2.9226
F -1.0048 -4.8936 -3.2222
S -2.0394 -2.4389 -2.6222
O -1.5076 -1.3834 -1.7704
O -2.0894 -2.1740 -4.0421
O -3.2824 -3.0326 -2.1116
C -1.3137 -3.7288 2.3118
F -1.9277 -2.9816 3.2472
F -1.7442 -5.0037 2.4951
F -1.7618 -3.3603 1.1240
S 0.6011 -3.4667 2.5034
O 0.8102 -2.2907 1.6556
O 0.7313 -3.1562 3.9135
O 1.2070 -4.7067 2.0597
C -2.0090 3.5775 2.9634
F -2.0472 4.0016 1.7064
F -1.8536 4.6845 3.7183
F -3.1732 2.9953 3.2732
S -0.6009 2.3439 3.2197
O -1.1214 1.1115 2.6639
O 0.5271 2.8969 2.4710
O -0.3497 2.2746 4.6618
C 4.4161 2.0564 -0.8866
F 4.2173 2.7140 0.2459
F 3.7164 2.6005 -1.8772
F 5.7319 2.2118 -1.2030
S 4.0713 0.1982 -0.5982
O 4.5481 0.0473 0.7542
O 2.6182 0.1035 -0.7283
O 4.7966 -0.5341 -1.6384
C -0.4925 2.1588 -2.6294
F -0.1143 2.9431 -3.6631
F -0.8273 0.9882 -3.1052
F 0.5301 2.0679 -1.7816
S -1.9133 2.9975 -1.7639
O -2.1000 2.1201 -0.6111
O -1.4374 4.3610 -1.5575
O -3.0250 2.9754 -2.7031



15
Properties=species:S:1:pos:R:3 method="wB97M-V/def2-TZVPD" total_charge=-1 e_homo_ev="1.533 / -5.502" e_above_lowest_kcal_mol=35.0 total_energy_ev=-5343.477 spin_multiplicity=2 lumo_energy_ev="4.14 / 4.16"
C 3.0765 0.0976 2.5316
C 2.4887 -0.3602 1.4273
H 4.1317 0.3497 2.5154
H 2.5525 0.1219 3.4792
H 3.1089 -0.3802 0.5398
H 1.5772 -0.9380 1.4029
C -1.2931 0.2234 -2.2819
C -2.3654 -0.1707 -1.3138
C -2.3359 0.1715 -0.0143
H -0.3753 0.4860 -1.7540
H -1.1308 -0.5739 -3.0224
H -1.5979 1.0730 -2.9066
H -3.2696 -0.6898 -1.6315
H -2.8816 -0.3887 0.7332
H -1.6860 0.9784 0.2949



15
Properties=species:S:1:pos:R:3 method="wB97M-V/def2-TZVPD" e_homo_ev=-9.626 e_above_lowest_kcal_mol=54.1 total_energy_ev=-5344.921 smiles="C=CC.C=C" lumo_energy_ev=1.05
C -0.7822 0.6120 2.3609
C -2.0208 0.4987 1.9029
C -2.3870 0.6004 0.4444
H -0.5401 0.2534 3.3728
H 0.1169 0.5936 1.7623
H -2.8774 0.3352 2.5440
H -1.6898 0.8604 -0.3378
H -2.7765 -0.4558 0.1776
H -3.2724 1.2380 0.3574
C 2.5432 -1.1140 -2.6634
C 2.8550 -0.4561 -1.5647
H 1.7163 -1.8253 -2.6567
H 3.1203 -1.0661 -3.5611
H 2.3960 -0.4108 -0.5710
H 3.5988 0.3365 -1.5675



15
Properties=species:S:1:pos:R:3 method="wB97M-V/def2-TZVPD" e_homo_ev=-8.125 e_above_lowest_kcal_mol=122.9 total_energy_ev=-5341.936 smiles="CC1=CC1.C" lumo_energy_ev=0.36
C 0.4309 0.8946 1.7395
C -0.4789 0.0775 0.8673
C -1.0850 -1.0893 1.1021
C 0.1885 -1.6550 1.2296
H 0.5954 0.3934 2.6864
H 1.4409 0.9819 1.3451
H 0.0338 1.8579 2.1056
H -1.9508 -1.6123 0.7239
H 0.6075 -2.0065 2.1468
H 0.7480 -2.2238 0.4896
C -0.1012 0.8659 -2.8555
H -1.0813 1.1403 -3.2791
H 0.1031 -0.1537 -3.2111
H -0.0668 0.9745 -1.7716
H 0.6159 1.5545 -3.3186



15
Properties=species:S:1:pos:R:3 method="wB97M-V/def2-TZVPD" e_homo_ev=-9.043 e_above_lowest_kcal_mol=35.8 total_energy_ev=-5345.713 smiles="C=C(C)CC" lumo_energy_ev=1.11
C 0.0390 -1.0318 -1.7237
C 0.3978 -0.3880 -0.5157
C 1.5150 0.6456 -0.3863
C -0.4398 -0.5476 0.8244
C -1.4519 0.5567 1.0842
H -0.7500 -1.8231 -1.9384
H 0.7921 -0.7373 -2.5109
H 2.4404 0.2264 0.1109
H 1.1987 1.5254 0.1530
H 1.8726 0.8918 -1.4042
H -0.9001 -1.5247 1.0670
H 0.3701 -0.4414 1.5368
H -0.9393 1.5528 1.3586
H -2.2521 0.7342 0.3103
H -1.8924 0.3610 2.0341



15
Properties=species:S:1:pos:R:3 method="wB97M-V/def2-TZVPD" e_homo_ev=-9.042 e_above_lowest_kcal_mol=103.2 total_energy_ev=-5342.789 smiles="C/C=C/CC" lumo_energy_ev=1.25
C 2.6858 -0.1766 -0.0199
C 1.2869 0.4637 0.1767
C 0.1001 -0.1122 -0.2147
C -1.2015 0.5456 -0.1297
C -2.3250 -0.3853 0.1658
H 3.2365 0.2339 -0.5957
H 2.4882 -1.2431 -0.3918
H 3.1271 -0.4511 1.0816
H 1.2523 1.4353 0.2923
H -0.0130 -1.2455 -0.4915
H -1.2215 1.2940 0.5691
H -1.4903 1.1430 -0.9443
H -3.4300 0.1195 0.1245
H -2.1494 -0.8764 1.0369
H -2.3461 -0.7448 -0.6593